1.
Below is a molecular structure, C6H16CdO6, with properties calculated with ωB97M-V/def2-TZVPD.

Geometry (Å):
Cd  -0.030  -0.208  0.253
O  -1.794  -0.905  1.109
C  -1.547  -0.962  2.528
C  0.020  -1.091  2.937
O  0.953  -0.374  2.087
H  -2.146  -1.680  3.089
H  -1.990  -0.049  2.925
H  0.326  -2.137  2.949
H  0.046  -0.870  4.004
C  -1.425  2.347  -0.155
C  -1.411  1.772  -1.543
O  -1.080  0.367  -1.501
O  -0.253  2.036  0.587
H  -2.257  1.896  0.385
H  -1.409  3.435  -0.217
H  -0.574  2.217  -2.082
H  -2.367  1.872  -2.057
H  -1.340  -0.060  -2.320
H  0.031  2.843  1.023
C  2.508  -0.577  -1.379
C  1.446  -1.648  -1.813
O  0.476  -1.908  -0.812
O  1.873  0.566  -0.755
H  3.036  -0.179  -2.245
H  3.264  -0.982  -0.707
H  1.862  -2.634  -2.019
H  0.932  -1.483  -2.760
H  0.335  -2.838  -1.003
H  2.516  1.235  -0.509

* LUMO level: -0.037 eV
* total charge: 0
* E_HOMO: -6.42 eV
* molecular weight: 296.60 g/mol
* electronic energy: -23325.7508 eV

Results of the Löwdin charge analysis, in e, for atoms 1 through 4: 1.360, -0.472, -0.370, -0.366

=====

2.
Below is C10H17N3O4 in the gas phase, with properties calculated with ωB97M-V/def2-TZVPD.

Geometry (Å):
C  -0.041  -0.971  -1.020
C  1.014  0.128  -0.841
C  -0.160  -1.648  0.436
C  -1.424  -2.536  0.375
C  -1.844  -3.221  1.871
C  1.458  2.461  -0.831
C  2.328  2.692  0.425
C  0.477  3.708  -1.053
C  -0.646  3.231  -0.005
C  -0.787  1.716  -0.248
H  -0.144  -2.706  -1.899
H  1.419  -2.179  -1.685
H  -1.074  -0.601  -1.252
H  -0.137  -1.025  1.315
H  0.822  -2.224  0.457
H  -1.301  -3.501  -0.213
H  -2.397  -1.895  0.312
H  -2.126  -5.250  1.199
H  -2.033  -4.871  3.028
H  2.181  2.090  -1.449
H  0.929  4.767  -0.819
H  0.051  3.743  -2.081
H  -1.668  3.576  -0.387
H  -0.213  3.454  1.033
H  -0.942  1.315  0.894
H  -1.506  1.419  -1.122
H  2.786  0.814  0.251
N  0.498  -1.849  -2.060
N  -1.788  -4.600  2.007
N  0.623  1.315  -0.522
O  2.270  -0.134  -0.823
O  -1.909  -2.480  2.814
O  2.478  3.789  0.956
O  2.805  1.474  0.938

* LUMO level: 0.413 eV
* total charge: 0
* E_HOMO: -9.57 eV
* molecular weight: 243.26 g/mol
* energy relative to the best compared isomer or geometry (same formula, charge and spin): 3.770 eV
* electronic energy: -23304.1850 eV

Results of the Löwdin charge analysis, in e, for atoms 1 through 4: -0.327, -0.387, -0.138, -0.099

=====

3.
Below is 10 unconnected molecules or ions with the total composition C40H56N9O16, with properties calculated with ωB97M-V/def2-TZVPD.

Geometry (Å):
C  -0.651  0.347  -0.228
O  -0.414  -0.782  -0.098
O  -1.176  1.046  0.768
O  -0.216  1.036  -1.153
H  -1.467  0.230  1.236
C  3.707  -2.108  -0.345
C  5.123  -2.448  -1.038
C  5.567  -1.520  -2.107
C  4.520  -0.593  -2.836
C  3.193  -0.320  -2.147
C  2.818  -1.208  -0.865
N  4.943  0.251  -3.970
O  5.928  -0.149  -4.654
O  4.120  1.118  -4.385
H  3.360  -2.784  0.371
H  5.964  -3.143  -0.751
H  6.350  -1.586  -2.699
H  2.408  0.325  -2.423
H  1.878  -0.945  -0.528
C  -0.058  -0.931  8.134
C  -0.115  -1.725  6.925
C  -0.740  -1.258  5.602
C  -1.582  -0.009  5.748
C  -1.713  0.726  7.058
C  -0.927  0.186  8.235
N  -2.371  0.380  4.572
O  -2.949  1.519  4.625
O  -2.238  -0.254  3.536
H  0.443  -1.423  8.933
H  0.479  -2.541  6.966
H  -0.518  -1.785  4.540
H  -2.557  1.434  7.162
H  -1.045  0.805  9.105
C  1.007  1.400  -5.347
C  -0.387  1.594  -4.812
C  -1.325  2.378  -5.612
C  -0.960  2.945  -7.055
C  0.565  2.816  -7.460
C  1.415  2.019  -6.589
N  -1.975  3.571  -7.875
O  -3.170  3.836  -7.391
O  -1.720  3.811  -9.057
H  1.773  0.890  -4.706
H  -0.810  1.051  -3.914
H  -2.336  2.390  -5.291
H  0.855  3.224  -8.525
H  2.546  1.754  -6.828
C  0.023  -4.064  -1.171
C  0.262  -3.219  -2.470
C  1.343  -3.570  -3.446
C  2.293  -4.658  -3.089
C  2.074  -5.434  -1.749
C  0.945  -5.153  -0.833
N  3.555  -4.980  -3.849
O  3.585  -4.496  -5.070
O  4.323  -5.773  -3.367
H  -0.588  -3.582  -0.325
H  -0.187  -2.340  -2.589
H  1.793  -3.135  -4.335
H  2.671  -6.226  -1.560
H  0.576  -5.805  0.079
C  2.974  3.680  1.541
O  3.963  4.412  1.158
N  3.086  2.350  1.523
C  1.837  1.693  1.796
C  4.233  1.589  1.217
H  2.141  4.173  1.839
H  1.410  1.478  0.802
H  1.077  2.309  2.063
H  1.805  0.857  2.549
H  3.893  0.594  1.159
H  4.977  1.729  1.952
H  4.889  2.206  0.390
C  -2.900  3.151  -1.599
O  -3.067  4.347  -1.593
N  -3.775  2.347  -2.284
C  -3.531  0.929  -2.284
C  -4.914  2.837  -3.012
H  -1.948  2.862  -0.949
H  -3.039  0.581  -3.128
H  -4.351  0.197  -2.517
H  -3.017  0.575  -1.399
H  -5.740  2.111  -3.173
H  -4.838  3.173  -4.190
H  -5.458  3.749  -2.828
C  0.952  -4.181  4.253
O  1.554  -4.506  5.276
N  1.415  -3.232  3.446
C  0.618  -2.767  2.201
C  2.612  -2.413  3.642
H  0.077  -4.708  4.016
H  0.473  -1.680  1.971
H  -0.533  -2.981  2.159
H  1.011  -3.079  1.032
H  3.318  -3.024  3.735
H  2.529  -2.082  4.641
H  2.853  -1.811  2.783
C  -4.914  -3.840  0.200
O  -6.177  -3.989  0.167
N  -4.436  -2.655  0.377
C  -3.041  -2.260  0.396
C  -5.369  -1.425  0.399
H  -4.168  -4.678  0.215
H  -2.757  -1.698  1.302
H  -2.655  -1.696  -0.331
H  -2.339  -3.119  0.647
H  -5.819  -1.158  -0.642
H  -5.050  -0.559  0.933
H  -6.218  -1.682  1.031
C  -0.050  6.047  2.257
O  0.457  6.494  1.199
N  -0.849  4.998  2.293
C  -1.539  4.471  3.547
C  -1.161  4.186  1.075
H  0.143  6.462  3.349
H  -2.615  4.338  3.215
H  -1.499  5.284  4.415
H  -1.168  3.710  3.890
H  -1.625  3.340  1.588
H  -0.141  4.001  0.883
H  -1.814  4.823  0.355

* LUMO level: -0.103 eV
* total charge: -1
* E_HOMO: -6.52 eV
* molecular weight: 918.93 g/mol
* energy relative to the best compared isomer or geometry (same formula, charge and spin): 0.933 eV
* electronic energy: -88530.9761 eV

Results of the Löwdin charge analysis, in e, for atoms 1 through 4: -1.024, 0.025, 0.063, -0.028

=====

4.
Below is C15H13NO4S in the gas phase, with properties calculated with ωB97M-V/def2-TZVPD.

Geometry (Å):
O  -3.178  -1.204  0.274
O  1.534  -2.987  3.285
O  -1.441  -2.960  1.471
O  1.336  -0.791  2.652
S  1.748  -1.444  -0.007
C  -2.230  -0.718  -0.340
C  1.224  -2.110  2.511
C  -0.661  -2.294  0.854
C  -0.907  -1.192  -0.017
C  0.264  -0.729  -0.674
C  1.291  1.855  -3.040
C  -0.041  2.368  -3.445
C  1.415  0.867  -2.148
C  -1.260  1.871  -2.965
C  0.121  0.334  -1.702
C  -1.190  0.749  -2.025
N  -2.376  0.196  -1.433
C  0.808  -2.546  1.087
C  -3.678  0.288  -2.143
C  2.583  1.094  3.490
C  1.758  -0.141  3.910
H  2.204  2.219  -3.397
H  -0.173  3.197  -4.162
H  2.317  0.548  -1.590
H  -2.183  2.295  -3.457
H  1.092  -3.551  0.958
H  -4.118  1.379  -2.133
H  -3.466  0.165  -3.192
H  -4.478  -0.375  -1.792
H  2.162  1.585  2.700
H  2.659  1.843  4.327
H  3.571  0.888  3.111
H  0.891  -0.004  4.631
H  2.403  -0.693  4.402

* LUMO level: -0.689 eV
* total charge: 0
* E_HOMO: -8.71 eV
* molecular weight: 303.34 g/mol
* energy relative to the best compared isomer or geometry (same formula, charge and spin): 2.547 eV
* electronic energy: -36279.6801 eV

Results of the Löwdin charge analysis, in e, for atoms 1 through 4: 0.086, 0.131, 0.150, -0.043

=====

5.
Below is a gas-phase ion, CH4N3O2 (charge -1), with properties calculated with ωB97M-V/def2-TZVPD.

Geometry (Å):
C  1.328  0.762  1.053
N  -0.142  0.146  -0.640
N  -0.015  0.228  0.689
N  -0.884  -0.555  -1.365
O  -2.347  -1.193  -0.859
O  -0.923  -0.495  -2.618
H  1.716  0.088  1.983
H  1.996  0.662  0.135
H  1.274  1.710  1.628
H  -2.002  -1.353  -0.006

* LUMO level: 4.398 eV
* total charge: -1
* E_HOMO: -2.47 eV
* molecular weight: 90.06 g/mol
* energy relative to the best compared isomer or geometry (same formula, charge and spin): 5.007 eV
* electronic energy: -9661.9140 eV

Results of the Löwdin charge analysis, in e, for atoms 1 through 4: -0.246, -0.061, -0.182, -0.326

=====

6.
Below is 2 unconnected molecules or ions with the total composition C2H2F2O, with properties calculated with ωB97M-V/def2-TZVPD.

Geometry (Å):
C  -1.042  -1.031  -0.377
C  0.961  1.710  0.388
O  -0.754  0.019  0.092
F  1.908  1.401  -0.437
F  1.213  1.063  1.487
H  -0.258  -1.748  -0.991
H  -2.028  -1.414  -0.163

* LUMO level: 0.610 eV
* total charge: 0
* E_HOMO: -10.15 eV
* molecular weight: 80.03 g/mol
* energy relative to the best compared isomer or geometry (same formula, charge and spin): 2.686 eV
* electronic energy: -9585.3213 eV

Results of the Löwdin charge analysis, in e, for atoms 1 through 4: -0.126, -0.146, -0.047, 0.067

=====

Number 5 is which compound?
CH4N3O2

=====

Please write out number 5 again, unchanged.
Below is a gas-phase ion, CH4N3O2 (charge -1), with properties calculated with ωB97M-V/def2-TZVPD.

Geometry (Å):
C  1.328  0.762  1.053
N  -0.142  0.146  -0.640
N  -0.015  0.228  0.689
N  -0.884  -0.555  -1.365
O  -2.347  -1.193  -0.859
O  -0.923  -0.495  -2.618
H  1.716  0.088  1.983
H  1.996  0.662  0.135
H  1.274  1.710  1.628
H  -2.002  -1.353  -0.006

* LUMO level: 4.398 eV
* total charge: -1
* E_HOMO: -2.47 eV
* molecular weight: 90.06 g/mol
* energy relative to the best compared isomer or geometry (same formula, charge and spin): 5.007 eV
* electronic energy: -9661.9140 eV

Results of the Löwdin charge analysis, in e, for atoms 1 through 4: -0.246, -0.061, -0.182, -0.326

=====

What is the molecular weight in the third record?
918.93 g/mol

=====

Which value of molecular weight does entry 3 give?
918.93 g/mol